(1)
Computed, not measured: C5H7NO in the gas phase, with ωB97M-V/def2-TZVPD.

Values from the calculation:
- Electronic energy: -324.5142 hartree
- E_LUMO (alpha / beta): 0.25 / 0.76 eV
- E_HOMO (alpha / beta): -0.2312 / -0.2860 Eh
- Charge: 0
- Multiplicity: 1
- Kohn-Sham gap (alpha / beta): 6.538 / 8.540 eV
- ΔE to the lowest compared entry with this formula, charge and spin: 131.9 kcal per mole

Each line ends with the Mulliken charge.
Cartesian coordinates (Å):
C -1.58016 -0.80144 0.41014  -0.96
C -0.30538 0.72613 -0.73853  -0.57
C 0.60001 1.39874 0.14093  -0.35
O 1.59036 0.72103 0.72149  -0.35
C 1.58587 -0.66340 0.61931  0.01
N 0.73535 -1.39522 0.04076  -0.52
C -0.47945 -0.79704 -0.51016  0.33
H -1.41512 -0.49499 1.43923  0.30
H -2.54460 -1.22405 0.15257  0.30
H -1.11576 1.32325 -1.14655  0.45
H 0.49782 2.41595 0.50117  0.44
H 0.68259 1.14330 -1.31300  0.24
H 2.45779 -1.05210 1.13322  0.38
H -0.70933 -1.30018 -1.45057  0.30

---

(2)
Computed, not measured: a gas-phase ion, C5H4N3 (charge +1), with ωB97M-V/def2-TZVPD.

Values from the calculation:
- Electronic energy: -356.6587 hartree
- E_LUMO (alpha / beta): -6.56 / -6.56 eV
- E_HOMO (alpha / beta): -0.5028 / -0.5027 Eh
- Charge: +1
- SMILES: [H]/N=C\C=N/C#C[N+]#C
- Multiplicity: 1
- Kohn-Sham gap (alpha / beta): 7.124 / 7.123 eV
- ΔE to the lowest compared entry with this formula, charge and spin: 88.7 kcal per mole

Each line ends with the Mulliken charge.
Cartesian coordinates (Å):
C 1.85461 -3.17975 0.15908  0.14
C -0.38369 2.08733 0.28733  0.09
C -1.73801 1.59714 0.17873  -0.16
C 0.48553 0.02754 -0.41155  0.13
C 1.35009 -0.95882 -0.47092  0.01
N 0.55663 1.26308 -0.11962  -0.24
N -1.97592 0.52114 -0.51974  -0.50
N 1.51769 -2.19172 -0.32309  0.01
H 2.03930 -4.31985 0.34500  0.40
H -0.04947 3.17746 0.61390  0.37
H -2.58026 2.08443 0.59406  0.42
H -1.07649 -0.10799 -0.33317  0.34

---

(3)
Computed, not measured: 2 unconnected molecules or ions with the total composition C2H7N2O, with ωB97M-V/def2-TZVPD.

Values from the calculation:
- Electronic energy: -264.6242 hartree
- E_LUMO: -9.92 eV
- E_HOMO: -0.5448 Eh
- Charge: +1
- Multiplicity: 1
- Kohn-Sham gap: 4.904 eV
- ΔE to the lowest compared entry with this formula, charge and spin: 192.6 kcal per mole

Each line ends with the Mulliken charge.
Cartesian coordinates (Å):
N 0.80879 -0.64017 1.31207  -0.10
C 0.51264 -0.59626 -0.14069  -0.55
C -0.50235 0.46127 -0.38871  0.69
N -0.20098 1.34763 -1.47355  -0.44
O -1.41702 0.80113 0.40214  -0.42
H 1.49939 -0.09327 1.61232  0.24
H 0.17488 -1.09054 1.95871  0.09
H -1.99697 -1.63439 2.09106  0.36
H 1.32228 -0.35635 -0.74990  0.31
H 0.35847 -1.60219 -0.66275  0.28
H 0.16201 1.08789 -2.42258  0.26
H -0.72112 2.31524 -1.53812  0.29

---

Which value of multiplicity does entry 2 give? 1